A gas-phase ion, C2H4ClN2S2 (charge +1). Source: the OMol25 dataset; level of theory: ωB97M-V/def2-TZVPD.

Last columns: bonded neighbours and bond lengths (Å).
Cartesian coordinates (Å):
1 C 0.279 -0.112 -0.128  C2 1.475, N3 1.267, N4 1.335
2 C 0.554 -1.547 -0.330  C1 1.475, H8 1.112, H9 1.147, H10 1.205
3 N 0.774 0.529 0.847  C1 1.267, S6 1.738
4 N -0.518 0.523 -0.990  C1 1.335, S5 1.751, H11 1.036
5 S -1.048 2.140 -0.578  N4 1.751, S6 2.104
6 S 0.297 2.189 1.039  N3 1.738, S5 2.104, Cl7 2.031
7 Cl -0.935 2.132 2.652  S6 2.031
8 H 1.644 -1.653 -0.520  C2 1.112
9 H 0.023 -2.003 -1.239  C2 1.147
10 H 0.244 -2.191 0.640  C2 1.205
11 H -1.313 -0.008 -1.391  N4 1.036

## Properties
* calculated total energy: -1444.3687 a.u.
* HOMO level: -14.44 eV
* energy relative to the best compared isomer or geometry (same formula, charge and spin): 0.00 kJ/mol
* LUMO: -5.38 eV
* spin multiplicity: 1
* total charge: +1